(1)
This record from the Open Molecules 2025 dataset describes a single C3H4O4 molecule. The level of theory is ωB97M-V/def2-TZVPD.

Values from the calculation:
Energy relative to the best compared isomer or geometry (same formula, charge and spin), kJ/mol: 479.6
HOMO (alpha / beta), eV: -9.0 / -8.3
Gap between HOMO and LUMO (alpha / beta), eV: 8.9 / 8.1

The geometry in XYZ format:
```
11
Properties=species:S:1:pos:R:3:forces:R:3
C 2.076 1.495 0.675 4.96 -1.58 1.48
C 0.473 -0.643 0.340 1.40 3.27 -2.70
C 0.075 0.770 -0.172 0.09 -0.45 2.50
O 3.181 1.969 0.743 -2.07 -0.39 0.05
O 1.020 1.853 0.128 -2.51 0.89 -2.54
O 0.384 -1.534 -0.671 -0.93 -1.23 0.99
O -1.072 1.139 0.440 -2.17 0.79 1.78
H -0.131 -0.750 1.161 -1.11 -1.55 2.10
H -0.244 0.710 -1.177 0.77 0.39 -1.52
H 1.191 -1.611 -1.147 1.10 0.05 -0.68
H -1.060 1.184 1.434 0.47 -0.20 -1.45
```
Forces are in eV/Å.

---

(2)
This record from the Open Molecules 2025 dataset describes a single C5H8Br2N2O2 molecule. The level of theory is ωB97M-V/def2-TZVPD.

Values from the calculation:
Energy relative to the best compared isomer or geometry (same formula, charge and spin), kJ/mol: 548.7
HOMO (alpha / beta), eV: -8.1 / -8.1
Gap between HOMO and LUMO (alpha / beta), eV: 7.2 / 7.1

The geometry in XYZ format:
```
19
Properties=species:S:1:pos:R:3:forces:R:3
C 2.530 -2.344 -0.961 0.56 1.73 1.57
C -1.802 0.539 0.118 -0.16 -0.65 -0.18
C 0.136 1.355 1.387 -2.23 2.45 0.03
C 0.422 0.838 -1.080 0.66 -0.97 0.48
C -0.279 0.383 0.291 2.28 0.89 -0.50
N -2.437 -0.634 0.130 1.02 -1.88 0.25
N 0.123 -0.965 0.606 -3.31 -0.93 0.14
O 3.616 -2.733 -0.872 -0.16 -0.59 -0.49
O -2.360 1.587 -0.055 0.04 1.26 -0.01
Br -4.262 -0.812 0.169 0.37 0.01 -0.06
Br 1.759 -1.235 0.955 2.04 -1.08 -1.00
H 1.824 -2.156 -1.791 -0.34 -0.35 0.15
H 0.111 1.044 2.423 -0.40 -0.72 0.07
H -0.568 2.281 1.318 1.36 -1.40 0.10
H 1.115 1.698 1.211 1.32 0.49 -0.23
H 1.115 0.029 -1.503 -1.17 0.68 0.75
H -0.449 0.886 -1.759 1.10 1.11 -0.33
H 1.181 1.666 -0.881 -1.80 -0.37 -0.81
H -1.775 -1.427 0.291 -1.19 0.33 0.06
```
Forces are in eV/Å.

---

(3)
This record from the Open Molecules 2025 dataset describes a single C26H23N7O4 molecule. The level of theory is ωB97M-V/def2-TZVPD.

Values from the calculation:
Structure (SMILES): O=C(Nc1ccc(C2=NCCN2)cc1)c1ccc(C(=O)Nc2ccc(C3=NCCN3)cc2)c([N+](=O)[O-])c1
Energy relative to the best compared isomer or geometry (same formula, charge and spin), kJ/mol: 0.0
HOMO, eV: -8.5
Gap between HOMO and LUMO, eV: 7.7

The geometry in XYZ format:
```
60
Properties=species:S:1:pos:R:3:forces:R:3
O -0.269 4.250 -3.332 -0.16 0.00 -0.08
C 0.216 3.598 -2.433 -0.15 0.06 0.09
N 1.500 3.151 -2.489 0.44 0.19 -0.40
C 2.166 2.251 -1.647 0.18 -0.41 0.31
C 1.510 1.176 -1.052 0.04 0.02 -0.19
C 2.205 0.306 -0.234 0.27 0.05 0.05
C 3.568 0.478 -0.008 -0.32 0.30 -0.33
C 4.330 -0.429 0.844 0.63 -0.16 0.42
N 5.501 -0.151 1.278 -0.19 0.58 -0.51
C 5.958 -1.254 2.092 0.01 -0.27 0.17
C 4.859 -2.342 1.984 0.22 -0.28 0.24
N 3.807 -1.624 1.285 -0.46 -0.09 0.02
C 4.225 1.543 -0.623 -0.09 -0.20 0.05
C 3.534 2.417 -1.435 -0.19 0.02 -0.01
C -0.534 3.297 -1.171 -0.34 0.24 0.28
C -0.010 3.654 0.069 -0.15 -0.06 -0.14
C -0.727 3.411 1.226 -0.17 -0.09 -0.02
C -1.970 2.791 1.175 -0.30 0.24 -0.33
C -2.678 2.499 2.470 0.11 0.01 0.00
O -2.924 3.375 3.266 0.02 0.16 0.03
N -2.968 1.192 2.721 -0.13 -0.25 0.60
C -2.764 0.088 1.882 0.07 -0.39 -0.21
C -1.554 -0.099 1.213 -0.05 -0.13 0.12
C -1.405 -1.163 0.349 -0.18 -0.07 -0.04
C -2.444 -2.068 0.144 -0.14 0.41 0.33
C -2.246 -3.163 -0.800 0.47 -0.45 -0.35
N -1.089 -3.555 -1.178 0.12 0.63 0.42
C -1.264 -4.651 -2.105 -0.10 -0.23 -0.18
C -2.795 -4.783 -2.318 0.04 -0.32 -0.28
N -3.308 -3.879 -1.303 -0.43 -0.04 0.20
C -3.631 -1.908 0.855 0.24 -0.08 -0.12
C -3.786 -0.843 1.719 0.11 0.25 0.07
C -2.509 2.486 -0.077 1.22 0.66 0.13
N -3.817 1.894 -0.193 -0.46 -0.28 -0.19
O -4.617 2.115 0.689 -0.27 0.17 0.12
O -4.031 1.208 -1.169 -0.10 -0.17 -0.25
C -1.803 2.744 -1.244 -0.07 -0.04 0.03
H 2.036 3.517 -3.267 -0.20 -0.01 0.07
H 0.462 1.007 -1.244 -0.05 -0.06 -0.01
H 1.677 -0.511 0.233 -0.06 -0.10 0.06
H 6.084 -0.903 3.120 0.04 -0.10 -0.01
H 6.932 -1.591 1.730 -0.04 -0.06 0.13
H 5.199 -3.216 1.416 -0.06 0.08 0.06
H 4.506 -2.676 2.963 0.11 -0.06 -0.09
H 3.135 -2.138 0.740 0.05 0.08 -0.10
H 5.280 1.664 -0.443 0.12 0.02 0.01
H 4.049 3.239 -1.911 0.05 0.11 -0.03
H 0.961 4.123 0.129 0.12 0.01 0.01
H -0.323 3.683 2.188 0.02 0.02 0.10
H -3.600 1.056 3.501 0.11 0.13 -0.08
H -0.735 0.584 1.377 0.07 0.01 0.02
H -0.485 -1.322 -0.189 0.13 -0.02 -0.06
H -0.836 -5.556 -1.665 -0.03 -0.02 -0.10
H -0.721 -4.435 -3.028 -0.05 -0.14 0.01
H -3.097 -4.475 -3.325 0.01 -0.03 0.11
H -3.154 -5.800 -2.139 0.04 0.06 -0.13
H -4.206 -3.444 -1.435 0.09 0.11 0.00
H -4.433 -2.620 0.741 -0.08 -0.08 -0.01
H -4.714 -0.709 2.256 -0.12 0.04 0.02
H -2.247 2.509 -2.200 -0.01 -0.01 -0.04
```
Forces are in eV/Å.

---

(4)
This record from the Open Molecules 2025 dataset describes C3H2CoO2 as an isolated structure. The level of theory is ωB97M-V/def2-TZVPD.

Values from the calculation:
Energy relative to the best compared isomer or geometry (same formula, charge and spin), kJ/mol: 0.0
HOMO (alpha / beta), eV: -27.8 / -27.3
Gap between HOMO and LUMO (alpha / beta), eV: 10.5 / 7.7
Expectation value of S²: 6.01
Net charge: +3
2S+1: 5

The geometry in XYZ format:
```
8
Properties=species:S:1:pos:R:3:forces:R:3
O -1.542 0.912 1.607 -0.30 -3.43 -1.21
C 1.621 0.595 -0.251 2.43 -0.70 2.56
C 0.873 0.891 -1.154 -2.00 1.05 -2.80
H 2.303 0.310 0.532 0.40 0.18 0.28
H 0.226 1.136 -1.979 -0.07 0.40 -0.32
C -1.508 -0.146 1.136 -0.20 6.03 2.72
O -1.321 -1.152 0.564 0.12 -2.34 -1.11
Co -0.652 -2.545 -0.455 -0.40 -1.20 -0.12
```
Forces are in eV/Å.

---

(5)
This record from the Open Molecules 2025 dataset describes a single C5H10N2O molecule. The level of theory is ωB97M-V/def2-TZVPD.

Values from the calculation:
Structure (SMILES): C=C(C)NC(=O)CN
Energy relative to the best compared isomer or geometry (same formula, charge and spin), kJ/mol: 223.8
HOMO, eV: -9.1
Gap between HOMO and LUMO, eV: 10.0

The geometry in XYZ format:
```
18
Properties=species:S:1:pos:R:3:forces:R:3
C -2.162 -1.004 -0.821 -0.76 -0.84 0.25
C -1.364 -0.219 -0.075 -3.40 1.90 0.50
C -2.008 0.888 0.712 -0.85 -0.43 -1.74
N -0.019 -0.165 0.202 0.55 -0.42 -0.85
C 0.845 0.777 -0.257 0.46 3.39 0.01
O 0.589 1.964 -0.494 -0.36 -1.84 0.07
C 2.239 0.284 -0.470 0.71 -2.65 -0.51
N 2.493 -0.912 0.423 -1.43 1.20 -0.90
H -1.854 -2.027 -1.068 0.13 0.56 -0.74
H -3.306 -0.774 -1.024 2.70 -0.37 0.97
H -2.987 0.610 1.007 -1.11 0.08 0.00
H -1.470 1.078 1.569 1.34 0.30 1.96
H -1.958 1.776 0.139 -0.35 1.21 -0.54
H 0.402 -1.009 0.383 1.20 -2.41 -0.05
H 3.065 1.041 -0.627 -1.27 -0.66 0.75
H 2.091 -0.273 -1.426 0.44 0.91 -0.10
H 3.430 -1.149 0.547 1.55 -0.26 0.30
H 1.975 -0.885 1.280 0.47 0.32 0.62
```
Forces are in eV/Å.

---

(6)
This record from the Open Molecules 2025 dataset describes a single C5H9NO2 molecule. The level of theory is ωB97M-V/def2-TZVPD.

Values from the calculation:
Structure (SMILES): CC(=O)/C(O)=C(\C)N
Energy relative to the best compared isomer or geometry (same formula, charge and spin), kJ/mol: 289.8
HOMO, eV: -7.7
Gap between HOMO and LUMO, eV: 8.4

The geometry in XYZ format:
```
17
Properties=species:S:1:pos:R:3:forces:R:3
C 1.801 -0.837 0.316 -0.63 2.84 1.04
C 0.941 -1.125 -0.835 -0.53 0.49 -1.50
O 1.248 -1.782 -1.836 0.06 0.01 1.12
C -0.420 -0.552 -0.830 -0.31 0.38 0.19
O -1.279 -1.221 -1.660 0.08 -0.41 -0.23
C -0.895 0.447 -0.050 4.48 0.67 1.45
C 0.201 1.525 0.826 -4.13 -0.25 -1.01
N -2.165 0.539 0.368 -0.90 0.57 0.13
H 1.558 0.365 0.571 2.05 -3.61 -1.26
H 1.354 -1.148 1.256 -0.04 -0.85 0.00
H 2.801 -1.234 0.171 0.14 0.53 0.18
H -0.669 -1.769 -2.205 -0.37 0.17 0.18
H 0.137 1.189 1.858 0.57 0.03 0.03
H -0.410 2.426 0.786 -0.44 0.23 0.24
H 1.139 1.971 0.488 0.04 -0.95 -0.30
H -2.789 -0.235 0.178 0.07 0.37 -0.15
H -2.552 1.441 0.600 -0.13 -0.23 -0.10
```
Forces are in eV/Å.

---

(7)
This record from the Open Molecules 2025 dataset describes a single C3H7NO2S molecule. The level of theory is ωB97M-V/def2-TZVPD.

Values from the calculation:
Structure (SMILES): OCCN(O)C=S
Energy relative to the best compared isomer or geometry (same formula, charge and spin), kJ/mol: 562.1
HOMO, eV: -8.5
Gap between HOMO and LUMO, eV: 8.7

The geometry in XYZ format:
```
14
Properties=species:S:1:pos:R:3:forces:R:3
O 0.424 0.367 1.778 -2.71 0.27 -1.55
C 0.934 -0.479 0.841 -2.42 -3.74 0.21
C -0.349 -0.834 0.032 -0.37 -4.89 -0.42
N -1.127 0.131 -0.890 3.72 -1.53 0.58
O -2.071 0.947 -0.421 0.25 3.43 2.95
C -0.132 0.627 -1.654 -0.35 4.59 -1.71
S 0.188 2.191 -2.323 -1.18 -2.58 1.40
H 1.032 0.559 2.398 3.27 1.28 3.52
H 1.932 -0.300 0.493 0.15 1.15 -1.23
H 1.108 -1.592 1.176 -0.21 1.61 0.45
H 0.066 -1.778 -0.542 -1.03 2.14 -0.29
H -1.035 -1.584 0.690 1.03 2.87 -0.97
H -1.631 1.777 0.191 -1.20 -3.15 -2.49
H 0.661 -0.032 -1.768 1.06 -1.45 -0.45
```
Forces are in eV/Å.

---

(8)
This record from the Open Molecules 2025 dataset describes a single C3H4ClN3O molecule. The level of theory is ωB97M-V/def2-TZVPD.

Values from the calculation:
Structure (SMILES): OCc1nn[nH]c1Cl
Energy relative to the best compared isomer or geometry (same formula, charge and spin), kJ/mol: 430.5
HOMO, eV: -9.7
Gap between HOMO and LUMO, eV: 10.3

The geometry in XYZ format:
```
12
Properties=species:S:1:pos:R:3:forces:R:3
O 0.561 2.402 -0.759 -1.78 0.60 4.34
C -0.245 1.188 -0.951 -1.43 2.56 1.85
C 0.263 -0.058 -0.289 0.26 1.60 4.24
N 0.670 0.248 1.092 -1.01 -0.45 0.62
N 0.572 -0.800 1.918 1.49 1.64 -5.06
N 0.387 -1.783 1.006 -2.80 -5.07 3.00
C -0.049 -1.365 -0.220 1.44 0.41 1.09
Cl -0.873 -2.476 -1.115 -0.70 -0.96 -1.49
H 0.220 2.821 0.249 1.90 -2.03 -4.53
H -1.281 1.539 -0.302 2.20 -1.71 -2.65
H -0.265 1.087 -2.029 -0.86 -0.07 -0.10
H 0.040 -2.802 1.399 1.29 3.48 -1.33
```
Forces are in eV/Å.